{
  "formula": "C47H34CoN2O6PSi",
  "method": "ωB97M-V with the def2-TZVPD basis set",
  "orbital_gap_ev": [5.929, 6.155],
  "total_charge": -1,
  "fmax_ha_per_bohr": 0.0131,
  "spin_multiplicity": 2,
  "e_homo_ev": [-4.6, -4.9],
  "de_lowest_kcal_mol": 72.1,
  "elements": ["Co", "P", "Si", "O", "O", "O", "O", "O", "O", "N", "N", "C", "C", "C", "C", "C", "C", "C", "C", "C", "C", "C", "C", "C", "C", "C", "C", "C", "C", "C", "C", "C", "C", "C", "C", "C", "C", "C", "C", "C", "C", "C", "C", "C", "C", "C", "C", "C", "C", "C", "C", "C", "C", "C", "C", "C", "C", "C", "H", "H", "H", "H", "H", "H", "H", "H", "H", "H", "H", "H", "H", "H", "H", "H", "H", "H", "H", "H", "H", "H", "H", "H", "H", "H", "H", "H", "H", "H", "H", "H", "H", "H"],
  "coordinates": [[-0.89768, 0.05260, 0.38150], [1.24459, 0.93632, 0.57749], [-0.44911, -1.81894, -0.82809], [-4.72927, 2.67568, 6.68035], [-1.95860, 5.92736, 2.22847], [-3.00194, -0.86454, 3.85476], [-4.37511, 4.74527, 6.20334], [-1.09184, 4.38015, 1.00352], [-1.90341, -0.35740, 1.97179], [-1.74697, 4.76249, 1.94862], [-4.27267, 3.55386, 5.97916], [0.43564, -5.63676, 0.66572], [2.42966, 1.59585, 1.80520], [2.73731, -3.25102, -1.20259], [1.75334, 4.27192, -1.82106], [-1.36416, 2.93283, -3.36017], [-0.94723, 1.04171, -1.25548], [0.70647, -5.40471, 2.00922], [1.91037, 2.17658, 2.95874], [-1.94149, -3.40118, -2.81020], [3.07536, -1.20757, -2.54117], [2.16614, -0.38620, -0.29043], [3.02926, -2.73097, -0.00803], [-0.03844, 2.13503, -1.47810], [-2.33707, 3.72975, 2.83422], [-3.39591, 1.80353, 4.47490], [3.29229, -0.78304, -3.95551], [4.12258, 2.71665, 3.71979], [-2.70884, 1.41822, 3.32797], [4.65301, 2.12525, 2.58071], [0.60695, -4.11772, 2.51329], [3.81194, 1.56812, 1.62974], [2.19937, -2.49249, -2.37797], [-2.55762, -0.08437, 3.02708], [-2.23148, 1.89830, -3.15882], [-3.21108, -2.43931, -1.03633], [0.30738, -1.17057, -3.47893], [0.08362, -4.58084, -0.15914], [0.00312, -3.27088, 0.32012], [1.10793, 2.27720, -0.64291], [-2.17861, 2.39626, 2.49816], [0.89726, -0.77602, -4.61256], [-0.24048, 3.07826, -2.51069], [-4.35651, -3.06563, -1.50711], [2.67082, -1.38636, 0.44941], [-3.53614, 3.14883, 4.76010], [2.74879, 2.74070, 3.90928], [-4.29515, -3.86329, -2.64093], [-2.02251, 0.96447, -2.11838], [1.97735, 3.31924, -0.80387], [2.32933, -0.61741, -4.86230], [0.25618, -3.06520, 1.67488], [0.93659, -1.56411, -2.16216], [-3.01496, 4.14831, 3.95933], [1.97294, -0.44057, -1.77866], [-3.08088, -4.03260, -3.29050], [0.68000, 4.14632, -2.65595], [-1.97766, -2.58364, -1.67784], [-3.02042, -4.65801, -4.17339], [-1.52163, 3.65029, -4.15709], [2.71226, -1.24787, 1.52716], [4.22679, 1.09958, 0.74574], [-3.80300, 1.03924, 5.12072], [0.83811, 2.17853, 3.11340], [0.49593, -6.64211, 0.26558], [-5.18631, -4.35364, -3.01317], [3.45150, -3.38807, 0.74342], [-3.27208, -1.82983, -0.13951], [-0.77483, -1.14603, -3.48929], [4.02809, -1.26300, -2.01513], [2.61386, -0.32041, -5.86555], [0.24343, -0.49910, -5.43280], [2.96829, -4.29771, -1.36665], [2.83660, 3.42538, -0.15309], [4.78053, 3.14973, 4.46244], [-3.09575, 1.78555, -3.80357], [2.13831, -3.13082, -3.25949], [1.74621, 0.54003, -2.18803], [0.78988, -3.92993, 3.56425], [0.51101, 4.87228, -3.44324], [0.16511, -2.06789, 2.08832], [2.32958, 3.19066, 4.79986], [-5.29673, -2.93252, -0.98624], [0.97605, -6.22738, 2.66067], [4.32123, -0.62410, -4.26069], [5.72547, 2.09823, 2.43341], [-3.13153, 5.19296, 4.19748], [-2.74076, 0.15853, -2.01222], [-0.13050, -4.78317, -1.20401], [-1.00553, -3.54857, -3.33883], [-1.64225, 2.13483, 1.59519], [2.44031, 5.10066, -1.93663]]
}



{
  "formula": "C35H68Cl11N5O4",
  "method": "ωB97M-V with the def2-TZVPD basis set",
  "orbital_gap_ev": 8.329,
  "total_charge": 0,
  "fmax_ha_per_bohr": 0.0692,
  "e_homo_ev": -8.3,
  "elements": ["Cl", "Cl", "Cl", "Cl", "Cl", "Cl", "Cl", "Cl", "Cl", "Cl", "Cl", "O", "O", "O", "O", "N", "N", "N", "N", "N", "C", "C", "C", "C", "C", "C", "C", "C", "C", "C", "C", "C", "C", "C", "C", "C", "C", "C", "C", "C", "C", "C", "C", "C", "C", "C", "C", "C", "C", "C", "C", "C", "C", "C", "C", "H", "H", "H", "H", "H", "H", "H", "H", "H", "H", "H", "H", "H", "H", "H", "H", "H", "H", "H", "H", "H", "H", "H", "H", "H", "H", "H", "H", "H", "H", "H", "H", "H", "H", "H", "H", "H", "H", "H", "H", "H", "H", "H", "H", "H", "H", "H", "H", "H", "H", "H", "H", "H", "H", "H", "H", "H", "H", "H", "H", "H", "H", "H", "H", "H", "H", "H", "H"],
  "coordinates": [[-1.28405, -2.01283, 6.00814], [3.50585, -0.87424, 7.51578], [5.37382, -2.93653, -5.30028], [-4.46058, 5.49459, 4.22915], [1.74711, 2.11047, 7.37305], [1.18841, 4.03617, 2.63153], [-3.35686, -4.32369, 4.16608], [4.74141, 0.44346, -0.82963], [-2.22281, 3.01225, 1.64972], [1.80470, 4.63898, -1.60379], [2.79164, -1.35299, -6.42410], [4.04985, 0.34358, -2.05105], [6.07819, 0.77347, -1.19417], [4.69899, -0.88018, -0.23720], [4.12515, 1.41784, 0.07387], [-1.15972, -3.21622, -2.93447], [-0.37650, -0.59745, 0.60284], [-3.44560, -2.49708, -0.50948], [5.04362, 4.41645, 2.28943], [-3.84485, 1.54545, -2.94838], [1.09702, 0.47055, 7.64429], [-0.07225, 0.64228, -3.19263], [4.63130, 2.20631, 5.05120], [-0.79251, -0.23207, -0.86769], [0.17411, -6.04335, -4.77299], [-4.29192, -2.15779, -1.23756], [1.82614, -0.74418, 6.96218], [-1.75047, -3.78977, 6.27053], [0.82949, -6.62994, -3.53536], [1.89223, 4.54835, 1.08560], [0.31921, 0.46622, 1.39334], [-6.33942, -2.70228, -2.31873], [-2.85026, 3.89461, -3.75383], [0.89995, 4.42970, -0.03844], [-7.41076, -2.19705, -3.27981], [4.73045, -1.52294, -4.48888], [5.83550, 2.94909, 4.36709], [1.09643, 0.91702, -4.06605], [-0.19380, 0.39439, 2.81698], [-3.41137, 2.51878, -3.37731], [-0.50613, -3.83563, -3.67170], [-1.25622, -0.70871, 2.90340], [0.50446, -1.84984, 0.70869], [-3.64766, 4.04823, 3.70213], [-1.64844, -0.97817, 1.45391], [-2.44670, 4.32953, 2.69116], [-1.54542, 3.90493, -4.62429], [0.34245, 0.09779, -1.75832], [-5.25557, -1.61312, -2.20296], [-1.77627, -4.52418, 4.89746], [-1.69606, 2.94538, -5.86396], [5.38851, 3.71973, 3.15671], [4.14042, -0.60734, -5.54526], [3.72113, 1.13623, 4.17653], [0.18660, -4.53364, -4.72922], [0.67236, 0.35426, 3.47749], [1.90924, 0.22194, -3.85554], [1.19743, -4.13133, -4.79592], [-2.61065, 5.29891, 2.22050], [0.98918, 0.81073, -1.24689], [0.88402, -0.84111, -1.87348], [-1.38331, 0.68216, -0.81066], [-1.14308, -4.09265, 4.12224], [-0.31181, -4.12144, -5.60660], [4.94598, -0.33375, -6.22668], [-1.54053, 4.33689, 3.29688], [2.39619, 5.51415, 1.04865], [0.68301, -6.46980, -5.63743], [-1.40039, -1.06662, -1.21709], [0.05413, -2.47667, -0.06097], [1.48971, -1.56286, 0.34123], [-7.64727, -1.13463, -3.22127], [1.10957, 0.32538, 8.72450], [-8.36384, -2.72535, -3.25412], [2.88676, 0.64235, 4.67454], [-0.67437, 1.35159, 3.01925], [-7.04024, -2.44220, -4.27516], [-4.73621, -1.37461, -3.13112], [-2.52284, 4.30668, -2.79931], [3.82188, 2.87464, 5.34490], [-2.03632, -1.99548, 1.50640], [-5.60073, -0.68517, -1.74706], [0.11177, 5.17837, -0.11811], [0.02929, 0.50051, 7.42712], [-4.44713, 3.44738, 3.26864], [1.36361, -1.71224, 7.15463], [4.38012, 0.33326, 3.84627], [0.42389, 3.44980, -0.00269], [0.12312, 1.47697, 1.03551], [0.49954, -2.28886, 1.70637], [3.95082, -1.79431, -3.77711], [3.32322, 1.68593, 3.32354], [1.39533, 0.30122, 1.34016], [-0.80785, 2.98131, -6.49477], [5.58423, -0.95388, -4.12101], [-0.62497, 3.75741, -4.05940], [2.68000, 3.80806, 0.94598], [-0.95110, -4.23995, 6.85911], [0.23053, -6.45271, -2.64208], [6.45519, 3.45312, 5.10872], [0.80687, -7.69959, -3.74382], [-0.90740, -6.17911, -4.77743], [-0.89831, -1.58556, 3.44296], [-1.74254, -5.61045, 4.98101], [3.75494, 0.37506, -5.27254], [-2.60718, 3.34447, -6.30968], [1.86407, -6.34123, -3.34997], [4.92779, 1.70569, 5.97293], [-1.70957, 1.88555, -5.60963], [-1.41766, 4.93851, -4.94600], [-6.01133, -3.68889, -2.64588], [1.59930, 1.83536, -3.76291], [-2.04803, -0.34177, 3.55646], [6.40302, 2.10181, 3.98218], [-0.76386, 1.47791, -3.08537], [-6.70802, -2.85188, -1.30391], [-0.70982, -0.16799, -3.54628], [-3.33997, 3.50901, 4.59805], [1.93308, -0.83082, 5.88089], [0.92905, 0.87899, -5.14244], [-3.61603, 4.58108, -4.11497], [-2.52999, -0.43782, 1.10897], [-2.67783, -3.58632, 6.80598]]
}



{
  "formula": "CH12FO5Zr",
  "method": "ωB97M-V with the def2-TZVPD basis set",
  "orbital_gap_ev": 2.892,
  "total_charge": 3,
  "fmax_ha_per_bohr": 0.1410,
  "e_homo_ev": -19.9,
  "de_lowest_kcal_mol": 13.5,
  "elements": ["Zr", "F", "O", "O", "O", "O", "O", "C", "H", "H", "H", "H", "H", "H", "H", "H", "H", "H", "H", "H"],
  "coordinates": [[1.27135, -1.90615, -0.93410], [-0.15728, -0.52646, -0.34956], [2.46509, -0.39725, 0.40501], [-3.22421, -1.22116, 0.51285], [-0.08649, -1.37191, -2.68537], [-0.74218, 2.02555, 0.96272], [0.93740, -2.27579, 1.32967], [-0.26053, 3.16446, 0.30849], [1.52508, -2.74892, 1.95992], [-0.49907, 4.01273, 0.94081], [2.63799, -0.27190, 1.36179], [3.17960, 0.09980, -0.04821], [0.15988, -1.06851, -3.58831], [0.83576, 3.09929, 0.17959], [-1.07106, -1.35662, -2.65961], [-0.69237, 3.27205, -0.70492], [-3.58398, -0.44000, 0.06901], [0.04656, -2.28681, 1.74630], [-2.30022, -1.01571, 0.67506], [-0.44133, 1.21331, 0.51886]]
}